No. 1
Computed, not measured: a cluster of 2 separate species, C5H13NS in total in a non-equilibrium geometry, with the ωB97M-V functional and the def2-TZVPD basis.

## Properties
E_LUMO: 0.92 eV
ΔE to the lowest compared entry with this formula, charge and spin: 43.7 kcal/mol
SMILES: C/C=C/N.CCS
Charge: 0

Positions of all 20 atoms, in Å:
C 0.709 1.681 1.961
C -0.090 0.416 1.899
C 0.425 -0.792 1.639
N -0.227 -2.022 1.859
H 1.780 1.477 1.947
H 0.475 2.356 1.135
H 0.483 2.215 2.885
H -1.121 0.495 2.223
H 1.506 -0.890 1.565
H -1.016 -2.071 1.218
H 0.375 -2.814 1.692
C 0.105 -0.227 -3.115
C -0.760 0.450 -2.061
S -1.474 -0.791 -0.911
H -0.495 -0.915 -3.715
H 0.876 -0.833 -2.636
H 0.578 0.494 -3.789
H -1.587 0.985 -2.526
H -0.145 1.167 -1.516
H -0.396 -0.381 0.247

---

No. 2
Computed, not measured: the ion C5H13NS with charge +1 in a non-equilibrium geometry, with the ωB97M-V functional and the def2-TZVPD basis.

## Properties
E_LUMO (spin up / spin down): -2.89 / -8.24 eV
ΔE to the lowest compared entry with this formula, charge and spin: 34.6 kcal/mol
2S+1: 2
Charge: +1

Positions of all 20 atoms, in Å:
C -1.177 0.411 -1.160
N 0.091 0.565 -0.410
C 0.387 -0.550 0.479
C 0.417 -0.002 1.952
S 0.562 -1.506 3.005
C 1.627 -1.285 -0.116
C -1.484 1.628 -2.036
H -1.204 -0.553 -1.792
H -1.937 0.333 -0.478
H 0.843 0.663 -1.094
H -0.389 -1.377 0.425
H 1.271 0.682 2.159
H -0.481 0.519 2.126
H 0.798 -0.766 4.177
H 1.796 -1.185 -1.087
H 2.462 -1.137 0.549
H 1.378 -2.392 -0.036
H -1.492 2.638 -1.461
H -0.905 1.809 -2.928
H -2.564 1.504 -2.273

---

No. 3
Computed, not measured: the ion C5H13NS with charge +1 in a non-equilibrium geometry, with the ωB97M-V functional and the def2-TZVPD basis.

## Properties
E_LUMO (spin up / spin down): -2.68 / -8.55 eV
ΔE to the lowest compared entry with this formula, charge and spin: 25.6 kcal/mol
2S+1: 2
Charge: +1

Positions of all 20 atoms, in Å:
C 0.857 0.274 1.204
C 0.999 -1.212 1.380
S 2.749 -1.650 1.273
C 1.134 0.627 -0.260
N -0.029 0.103 -1.004
C -1.197 1.008 -1.191
C -2.486 0.221 -1.045
H -0.102 0.688 1.529
H 1.513 0.908 1.804
H 0.651 -1.745 0.474
H 0.454 -1.626 2.216
H 2.741 -2.603 2.221
H 1.953 -0.003 -0.617
H 1.318 1.664 -0.541
H 0.260 -0.011 -1.978
H -1.123 1.463 -2.172
H -1.148 1.811 -0.456
H -3.310 0.915 -0.937
H -2.525 -0.308 -0.093
H -2.709 -0.523 -1.808

---

> What is the formula in the first record?

C5H13NS

---

> What is the charge in the second record?

+1

---

> Look up the ΔE to the lowest compared entry with this formula, charge and spin of the first one.

43.7 kcal/mol

---

> Which of these has the lowest ΔE to the lowest compared entry with this formula, charge and spin?

number 3